[1]
Computed, not measured: 2 unconnected molecules or ions with the total composition C4H6N2 at a distorted geometry, with ωB97M-V/def2-TZVPD.

Computed properties:
strongest force on any atom = 1.13 eV/Å
SMILES = C=CC#N.C=N
net charge = 0
spin multiplicity = 1
lowest unoccupied orbital energy = 0.7 eV
molecular weight = 82.1 g mol⁻¹
orbital gap = 10.75 eV

Each line ends with the natural charge from an NBO analysis.
Geometry (Å):
C: 1.00099 -1.24181 -0.65165  -0.26
C: 1.36334 -1.09430 0.62220  -0.35
C: 1.61663 0.20377 1.18550  0.26
N: 1.80811 1.25181 1.64206  -0.33
H: 0.87043 -0.39417 -1.31514  0.22
H: 0.79349 -2.22767 -1.05582  0.21
H: 1.46277 -1.93862 1.29772  0.24
C: -1.58597 1.34388 -0.12258  -0.04
N: -1.64717 0.41507 -0.98486  -0.61
H: -0.60751 1.72709 0.17736  0.17
H: -2.45506 1.80203 0.36518  0.15
H: -2.62004 0.15293 -1.15996  0.33

[2]
Computed, not measured: 6 unconnected molecules or ions with the total composition C18H42N6O6 at a distorted geometry, with ωB97M-V/def2-TZVPD.

Computed properties:
strongest force on any atom = 4.10 eV/Å
SMILES = CN(C)C=O.CN(C)C=O.CN(C)C=O.CN(C)C=O.CN(C)C=O.CN(C)C=O
net charge = 0
spin multiplicity = 1
lowest unoccupied orbital energy = 0.3 eV
molecular weight = 438.6 g mol⁻¹
orbital gap = 9.34 eV

Each line ends with the Löwdin charge.
Geometry (Å):
C: 1.87144 2.63023 3.62137  -0.03
N: 3.22390 2.12311 3.88183  -0.22
C: 4.32909 2.72730 3.21362  -0.04
C: 3.37556 1.09566 4.70249  -0.31
O: 4.50618 0.65673 5.06782  -0.05
H: 1.67246 3.67128 3.87575  0.09
H: 1.22690 2.10862 4.32890  0.08
H: 1.74051 2.41554 2.56078  0.09
H: 5.21930 2.30308 3.67802  0.09
H: 4.36947 2.42629 2.16679  0.09
H: 4.12651 3.79714 3.16335  0.09
H: 2.42950 0.75712 5.15257  0.13
C: -0.50582 5.07429 -3.49309  -0.05
N: -1.87046 5.30984 -3.06047  -0.22
C: -2.77007 6.02539 -3.91461  -0.04
C: -2.27254 4.81076 -1.89198  -0.35
O: -3.39868 4.74646 -1.39207  0.00
H: 0.06072 4.35020 -2.90758  0.09
H: 0.01298 6.03279 -3.47883  0.09
H: -0.49993 4.62148 -4.48457  0.09
H: -2.27891 6.96472 -4.16868  0.09
H: -2.93285 5.48583 -4.84761  0.09
H: -3.67808 6.20881 -3.34019  0.09
H: -1.31937 4.48148 -1.45010  0.13
C: 3.76846 -4.82468 2.36202  -0.06
N: 3.21633 -5.00335 3.75236  -0.15
C: 2.32851 -6.21993 4.06122  -0.03
C: 4.02095 -4.59235 4.77553  -0.35
O: 3.73899 -4.56532 5.97039  0.00
H: 4.66728 -4.22172 2.23289  0.08
H: 2.90469 -4.33975 1.90722  0.08
H: 3.95399 -5.72081 1.76988  0.08
H: 2.14463 -6.28914 5.13337  0.07
H: 1.38080 -6.20757 3.52290  0.07
H: 2.67897 -7.21606 3.79103  0.07
H: 4.98728 -4.21282 4.40898  0.13
C: -1.85538 -0.15064 7.31721  -0.12
N: -1.35222 -1.39458 6.94696  -0.21
C: -0.84391 -2.04879 8.15302  -0.06
C: -0.90954 -1.66038 5.63946  -0.28
O: -1.09090 -0.87189 4.71333  -0.01
H: -2.03351 0.54478 6.49699  0.09
H: -1.09919 0.44111 7.83306  0.09
H: -2.77997 -0.26887 7.88223  0.10
H: -0.70398 -3.11426 7.97055  0.09
H: -0.01413 -1.48849 8.58388  0.09
H: -1.67953 -2.08181 8.85213  0.08
H: -0.42109 -2.64352 5.55542  0.13
C: -3.84333 -0.63200 -9.44493  -0.05
N: -2.47268 -0.51939 -8.91460  -0.19
C: -1.90189 0.87369 -8.75896  0.00
C: -1.79942 -1.61549 -8.73131  -0.36
O: -0.57358 -1.57614 -8.47460  -0.04
H: -4.50658 -0.20197 -8.69442  0.09
H: -4.20861 -1.61924 -9.72784  0.08
H: -3.78015 -0.12735 -10.40900  0.09
H: -2.50072 1.25368 -7.93124  0.08
H: -0.84996 0.88675 -8.47374  0.08
H: -2.05550 1.62206 -9.53644  0.08
H: -2.49242 -2.47102 -8.72578  0.13
C: -1.99547 -1.32304 -2.92350  -0.08
N: -0.85612 -0.60049 -2.49641  -0.20
C: -0.47848 -0.50827 -1.11334  -0.05
C: 0.00616 -0.10254 -3.41304  -0.31
O: 1.05331 0.52195 -3.17495  -0.02
H: -1.91060 -2.34479 -2.55348  0.09
H: -2.04397 -1.45613 -4.00425  0.08
H: -2.98383 -0.99116 -2.60556  0.09
H: -1.18488 0.03706 -0.48747  0.09
H: -0.31456 -1.49080 -0.67080  0.09
H: 0.51436 -0.09029 -0.94706  0.08
H: -0.46643 -0.19841 -4.40282  0.13

[3]
Computed, not measured: a molecular structure, C21H34Cl3N2OOsP, with ωB97M-V/def2-TZVPD.

Computed properties:
strongest force on any atom = 0.79 eV/Å
net charge = +2
spin multiplicity = 1
lowest unoccupied orbital energy = -7.9 eV
molecular weight = 658.1 g mol⁻¹
orbital gap = 6.27 eV

Each line ends with the natural charge from an NBO analysis.
Geometry (Å):
Os: -1.30687 1.10438 0.80867  1.01
Cl: -5.73645 0.92426 6.35366  0.10
C: -4.70620 1.34198 5.04805  -0.01
C: -4.14535 0.33021 4.27881  -0.24
C: -3.33636 0.74334 3.24703  -0.07
Cl: -2.54284 -0.40124 2.15296  0.19
C: -3.06664 2.05561 2.92781  0.28
O: -2.26403 2.32631 1.85610  -0.63
C: -3.62932 3.04500 3.72471  -0.07
Cl: -3.29616 4.69474 3.38745  0.09
C: -4.44865 2.68410 4.77962  -0.21
H: -4.34321 -0.71201 4.48486  0.27
H: -4.88945 3.45196 5.40010  0.27
C: 2.87942 -0.77551 1.07293  -0.62
C: 2.44538 -0.51789 -0.37817  -0.33
C: 2.44710 1.00948 -0.56325  -0.62
C: 3.43544 -1.17471 -1.34759  -0.63
P: 0.72419 -1.21046 -0.64664  1.83
N: -0.32481 -0.07288 0.05790  -0.75
C: 0.16918 -1.23358 -2.44060  -0.33
C: -1.36866 -1.26888 -2.54042  -0.62
C: 0.77008 -2.43467 -3.17802  -0.63
C: 0.62349 0.08072 -3.09603  -0.62
C: 0.41891 -2.81502 0.27700  -0.33
C: 1.49837 -3.85196 -0.05898  -0.63
C: -0.95417 -3.36858 -0.13767  -0.62
C: 0.38658 -2.56291 1.80247  -0.62
H: 3.82451 -0.25068 1.22196  0.25
H: 3.06013 -1.82446 1.28644  0.22
H: 2.16815 -0.37576 1.79687  0.22
H: 3.46090 1.35559 -0.35513  0.25
H: 1.78403 1.50011 0.14739  0.22
H: 2.19186 1.32966 -1.56943  0.22
H: 4.43304 -0.82472 -1.07556  0.25
H: 3.26428 -0.89110 -2.38384  0.22
H: 3.44373 -2.26172 -1.27872  0.23
H: -1.79652 -2.23459 -2.29632  0.23
H: -1.62398 -1.05820 -3.58021  0.24
H: -1.84772 -0.50559 -1.92938  0.22
H: 0.37326 -3.38233 -2.81870  0.22
H: 1.85689 -2.47010 -3.13450  0.23
H: 0.48677 -2.34715 -4.22886  0.25
H: 0.26316 0.95385 -2.54783  0.21
H: 0.18323 0.11625 -4.09344  0.25
H: 1.70212 0.14823 -3.21552  0.22
H: 1.53074 -4.10564 -1.11723  0.23
H: 1.24412 -4.76236 0.48767  0.25
H: 2.49395 -3.55447 0.26059  0.22
H: -0.97868 -3.69720 -1.17290  0.22
H: -1.76673 -2.65894 0.03172  0.21
H: -1.14774 -4.24638 0.48031  0.25
H: 1.37126 -2.63713 2.25307  0.24
H: -0.23659 -3.33595 2.25329  0.24
H: -0.03582 -1.60043 2.08274  0.21
C: 1.45312 5.01173 -1.77022  -0.59
C: -0.04225 4.92815 -1.42912  -0.53
C: -0.36889 3.69775 -0.71715  0.59
N: -0.62194 2.72994 -0.16172  -0.45
H: 1.64446 5.97875 -2.22888  0.25
H: 1.73856 4.23542 -2.47795  0.22
H: 2.06823 4.92952 -0.87610  0.23
H: -0.66217 4.96065 -2.32650  0.28
H: -0.35044 5.75750 -0.78958  0.29

[4]
Computed, not measured: a molecular structure, C23H66O11V at a distorted geometry, with ωB97M-V/def2-TZVPD.

Computed properties:
strongest force on any atom = 4.14 eV/Å
net charge = 0
spin multiplicity = 4
lowest unoccupied orbital energy (alpha / beta) = -1.2 / -1.6 eV
molecular weight = 569.7 g mol⁻¹
orbital gap (alpha / beta) = 6.39 / 6.31 eV

Each line ends with the Löwdin charge.
Geometry (Å):
V: -16.37359 -1.95485 14.07546  1.05
O: -17.83889 -3.24338 10.78212  0.29
H: -18.12625 -3.65499 11.60041  0.16
H: -17.15202 -2.65122 11.09701  0.07
H: -17.45829 -3.86700 10.15934  0.06
C: -14.03262 -4.26583 16.74793  -0.08
C: -13.87162 -3.35606 15.55142  -0.60
C: -13.98368 -4.13270 14.23766  -0.09
O: -14.72659 -2.21662 15.54361  -0.34
H: -13.58723 -3.73902 17.59184  0.08
H: -13.39466 -5.14492 16.65678  0.07
H: -15.05525 -4.55826 16.98628  0.07
H: -12.85064 -2.99577 15.67746  0.12
H: -13.98928 -3.44318 13.39348  0.04
H: -14.93035 -4.67286 14.22570  0.06
H: -13.09508 -4.74257 14.07470  0.07
C: -13.86227 -1.80975 10.32488  -0.02
C: -14.81978 -0.99691 11.26634  -0.55
C: -15.27122 0.29801 10.60977  -0.06
O: -15.85272 -1.69002 11.89490  -0.36
H: -13.24548 -1.10488 9.76737  0.05
H: -14.39531 -2.44890 9.62100  0.06
H: -13.17394 -2.29758 11.01505  0.06
H: -14.10751 -0.60657 11.99326  0.12
H: -14.47077 1.03613 10.55920  0.06
H: -16.01537 0.82099 11.21047  0.07
H: -15.74497 0.14353 9.64034  0.06
C: -18.71596 1.91119 15.00675  -0.05
C: -18.63518 0.32967 14.79396  -0.56
C: -19.01007 0.01683 13.35583  -0.09
O: -17.42726 -0.24767 15.28599  -0.35
H: -19.73302 2.30065 14.96188  0.07
H: -17.93010 2.35979 14.39907  0.06
H: -18.43819 1.98394 16.05825  0.07
H: -19.37872 0.00679 15.52266  0.11
H: -19.23704 -1.04580 13.26984  0.05
H: -18.19738 0.32574 12.69840  0.06
H: -19.89109 0.60602 13.10136  0.07
C: -9.33089 -3.76541 12.74525  -0.09
C: -10.18063 -2.56442 12.43286  -0.34
O: -9.44985 -1.34866 12.31562  -0.07
H: -9.88420 -4.69584 12.61778  0.08
H: -8.84043 -3.66024 13.71297  0.08
H: -8.48112 -3.74873 12.06282  0.07
H: -10.96295 -2.52198 13.19067  0.10
H: -10.69501 -2.68466 11.47942  0.10
H: -9.76872 -0.78033 11.61069  0.07
C: -16.37034 -3.25483 7.52011  -0.07
C: -17.10376 -4.45659 7.99392  -0.35
O: -16.67983 -4.90958 9.20935  -0.05
H: -16.58641 -2.44284 8.21444  0.07
H: -16.67420 -2.93838 6.52229  0.09
H: -15.28620 -3.29392 7.41423  0.09
H: -16.83864 -5.21135 7.25354  0.12
H: -18.19323 -4.42521 7.98134  0.13
H: -16.85302 -5.85148 9.14288  0.13
C: -13.57099 -0.13429 7.18064  -0.08
C: -12.86730 0.72147 6.10458  -0.30
O: -11.58530 0.98654 6.58373  -0.07
H: -13.60248 0.37523 8.14371  0.04
H: -13.19260 -1.11905 7.45481  0.07
H: -14.60332 -0.33886 6.89684  0.07
H: -13.38103 1.68026 6.03449  0.11
H: -12.95996 0.23780 5.13217  0.11
H: -11.10350 1.46007 5.90166  0.10
C: -13.59993 1.38698 14.98037  -0.06
C: -14.88089 2.18633 15.52623  -0.26
O: -15.46325 1.32839 16.51249  -0.09
H: -13.75184 0.33913 14.72146  0.04
H: -12.74972 1.31176 15.65829  0.06
H: -13.18328 1.81372 14.06801  0.03
H: -15.54480 2.38725 14.68542  0.08
H: -14.54469 3.17371 15.84269  0.10
H: -16.23045 0.94721 16.07923  0.00
C: -11.87479 2.71007 11.30186  -0.07
C: -12.14389 2.53067 9.82532  -0.37
O: -11.01348 2.61990 9.04859  -0.05
H: -11.45433 3.71057 11.40342  0.08
H: -11.23663 1.96375 11.77500  0.07
H: -12.71505 2.68340 11.99567  0.04
H: -12.98849 3.16104 9.54711  0.11
H: -12.41061 1.48831 9.65087  0.08
H: -11.23934 2.29439 8.17416  0.05
C: -15.70028 4.55144 12.00094  -0.11
C: -14.57260 5.48030 12.18949  -0.31
O: -15.13747 6.81494 12.21853  -0.08
H: -16.13153 4.50121 11.00114  0.07
H: -16.49025 4.68415 12.74016  0.08
H: -15.30364 3.54379 12.12514  0.06
H: -14.00681 5.36106 11.26549  0.11
H: -14.00146 5.23237 13.08416  0.12
H: -14.74254 7.34098 11.51931  0.07
C: -17.12037 2.52277 8.11099  -0.09
C: -18.31641 3.15405 8.83322  -0.28
O: -19.45772 2.97746 7.94982  -0.10
H: -17.24597 1.44425 8.01542  0.06
H: -16.24404 2.59346 8.75532  0.05
H: -16.79704 2.87959 7.13311  0.07
H: -18.18024 4.22174 9.00529  0.11
H: -18.50904 2.64237 9.77619  0.11
H: -20.18792 3.14966 8.54878  0.07

[5]
Computed, not measured: C10H10O2 in the gas phase at a distorted geometry, with ωB97M-V/def2-TZVPD.

Computed properties:
strongest force on any atom = 8.68 eV/Å
SMILES = C=CCc1ccc2c(c1)OCO2
net charge = 0
spin multiplicity = 1
lowest unoccupied orbital energy = 0.9 eV
molecular weight = 162.2 g mol⁻¹
orbital gap = 9.09 eV

Each line ends with the natural charge from an NBO analysis.
Geometry (Å):
C: -4.32049 0.55754 0.09801  -0.38
C: -3.44164 -0.26053 0.50003  -0.17
C: -2.52274 -1.01013 -0.35457  -0.45
C: -1.01725 -0.32955 -0.07397  0.00
C: -0.78675 1.08309 -0.08217  -0.22
C: 0.50497 1.59552 -0.15810  -0.26
C: 1.46477 0.67782 -0.26266  0.24
C: 1.31696 -0.73186 0.01531  0.25
C: 0.04207 -1.21240 0.01286  -0.28
O: 2.60770 -1.22063 -0.16958  -0.51
C: 3.44610 -0.12292 0.40937  0.23
O: 2.78822 1.04848 -0.09371  -0.49
H: -4.85023 0.30624 -0.98253  0.16
H: -4.91347 1.03072 0.68948  0.18
H: -3.22757 0.03310 1.64883  0.20
H: -2.82095 -0.73958 -1.47911  0.23
H: -2.50968 -2.14309 -0.11746  0.23
H: -1.66915 1.79859 -0.11019  0.23
H: 0.75166 2.58304 0.05575  0.23
H: 0.12582 -2.28534 0.12581  0.23
H: 3.38416 -0.36791 1.52509  0.15
H: 4.44606 -0.31794 0.12610  0.19